# 1
This record from OMol25 describes a cluster of 7 separate species, C17H51N3O8 in total. The level of theory is ωB97M-V with the def2-TZVPD basis set.

```
! RIJCOSX wB97M-V def2-TZVPD def2/J DEFGRID3
* xyz 1 2
H -26.502 27.422 20.063
O -28.205 22.304 23.368
H -29.056 23.594 21.903
H -22.338 27.174 21.485
H -27.213 23.099 24.962
H -29.579 21.523 27.146
H -26.782 18.909 24.914
H -24.528 20.642 30.450
C -23.590 23.364 28.356
H -25.943 21.040 24.605
H -23.541 23.956 29.270
H -26.477 24.648 27.025
H -23.076 27.329 23.000
H -26.657 24.556 20.896
O -24.377 24.081 24.818
H -29.995 23.484 23.385
C -26.899 21.002 25.128
H -22.089 21.580 22.442
H -27.581 19.787 23.648
C -24.640 26.517 20.305
O -31.050 19.606 21.290
C -29.389 20.755 27.897
C -27.789 22.203 24.734
H -24.624 24.144 25.743
H -28.746 22.208 25.256
H -26.356 16.860 22.953
H -27.969 25.889 20.747
H -24.220 21.320 27.979
N -26.220 25.810 18.653
C -22.350 23.304 23.408
H -24.029 26.909 19.492
O -24.402 27.201 21.465
H -22.890 23.723 22.559
H -25.583 21.464 26.750
H -26.050 19.989 26.600
H -29.486 19.784 27.410
H -25.762 21.662 29.624
C -23.165 26.769 22.070
H -28.529 24.395 23.268
H -28.393 19.429 25.253
O -26.943 16.348 21.097
C -27.483 19.724 24.732
H -26.304 24.805 18.705
C -26.128 26.401 19.988
H -31.823 19.303 21.773
H -22.782 20.207 29.047
H -27.096 26.038 18.204
H -22.654 23.554 27.830
C -26.950 25.600 21.004
H -30.218 20.781 28.604
H -25.843 24.775 28.725
H -24.465 22.318 30.798
C -24.745 21.616 30.012
H -22.472 21.306 30.176
H -30.425 20.978 22.638
H -23.978 22.011 24.327
C -30.068 20.020 22.261
O -21.543 22.147 22.992
C -23.841 21.848 28.854
H -26.889 25.944 22.037
C -28.984 23.447 22.980
H -27.486 20.816 27.991
H -27.576 16.751 20.499
H -21.720 24.177 23.584
N -22.578 21.187 29.179
H -24.405 25.454 20.361
H -30.053 19.186 22.962
H -22.780 22.892 25.381
O -24.496 23.866 27.460
C -27.261 16.837 22.346
C -25.902 24.172 27.819
N -26.401 20.930 26.493
H -22.977 25.739 22.372
O -28.204 20.895 28.623
H -29.030 20.178 21.967
H -28.035 16.194 22.764
H -26.484 23.253 27.900
C -23.453 22.945 24.525
H -27.625 17.864 22.317
*
```

Computed properties:
HOMO energy (alpha / beta): -10.969 / -10.969 eV
LUMO energy (alpha / beta): -3.1917 / -9.2775 eV

Atomic partial charges in e from the Löwdin method, atoms 1 to 6:
1 H 0.14
2 O -0.20
3 H 0.09
4 H 0.09
5 H 0.11
6 H 0.06

=====

# 2
This record from OMol25 describes a structure of composition C22H33BiCl2N4O3. The level of theory is ωB97M-V with the def2-TZVPD basis set.

```
! RIJCOSX wB97M-V def2-TZVPD def2/J DEFGRID3
* xyz 0 1
N -2.451 3.969 -0.606
C -1.162 -2.423 -2.567
C -4.280 -1.875 2.731
C -1.784 -3.604 -3.086
H 2.390 -0.709 0.958
H 4.119 -0.912 2.210
C -3.402 0.005 3.939
C 4.137 0.079 2.681
H -2.036 -2.767 -5.060
H 1.581 -3.147 -2.856
H 2.668 2.211 3.772
H -3.414 0.772 4.721
C -2.342 -3.571 -4.381
H 2.340 1.563 -3.039
C 0.587 -1.295 -3.434
H -1.130 5.362 -1.472
H 2.524 -2.088 -3.897
H -4.414 -6.260 -4.068
C -3.278 -1.708 1.786
H -3.168 -6.496 -1.928
C -3.260 -4.555 -4.735
O -1.398 -2.060 -1.414
C 2.373 0.466 -2.988
O -1.395 2.315 0.577
C -3.696 4.400 -1.233
C -2.974 -5.647 -2.576
C -2.352 0.064 2.993
H -5.151 -1.088 4.556
H 2.826 0.161 -2.030
H 1.937 2.647 2.193
H -3.697 -4.547 -5.734
H 5.070 0.594 2.419
H -1.730 5.817 0.122
H -1.500 1.714 3.782
C 2.136 0.302 1.326
H 3.046 0.131 -3.782
N -1.334 0.957 3.129
Cl -2.441 0.533 -2.041
C 0.964 -0.038 -3.175
H -0.638 -1.531 -3.381
H -0.853 1.254 2.284
C -3.628 -5.547 -3.818
N 2.981 0.834 2.202
H -4.359 3.524 -1.279
H 1.157 -3.037 -4.556
H 3.704 2.792 2.464
N -2.287 -0.787 1.933
H -4.994 -2.681 2.589
H 4.102 -0.038 3.773
H -4.180 5.197 -0.643
C -2.396 2.765 -0.029
C -2.083 -4.659 -2.194
Cl 0.839 -2.388 0.333
H -0.500 4.515 -0.023
C -1.385 4.961 -0.481
C -4.356 -0.996 3.824
H -3.518 4.785 -2.252
Bi -0.865 -0.371 -0.054
C 1.498 -2.440 -3.694
H -3.303 2.154 -0.165
H -3.225 -2.316 0.872
C 2.805 2.204 2.685
O 1.097 0.905 0.939
H 0.208 0.733 -3.000
H -1.582 -4.644 -1.219
*
```

Computed properties:
HOMO energy (alpha / beta): -4.224 / -6.322 eV
LUMO energy (alpha / beta): 0.1744 / 0.1776 eV
energy relative to the best compared isomer or geometry (same formula, charge and spin): 4.272 eV

Atomic partial charges in e from the Löwdin method, atoms 1 to 6:
1 N -0.18
2 C -0.27
3 C -0.08
4 C -0.18
5 H 0.04
6 H 0.09

=====

# 3
This record from OMol25 describes the molecule C3H4N2O2S. The level of theory is ωB97M-V with the def2-TZVPD basis set.

```
! RIJCOSX wB97M-V def2-TZVPD def2/J DEFGRID3
* xyz 0 1
N 1.501 1.070 0.065
C -1.006 0.834 -0.038
N -0.973 -1.664 0.132
H -1.105 -2.509 -0.423
S -2.209 -0.508 -0.044
O -1.213 1.963 -0.405
H 1.688 1.009 -0.950
H 1.214 2.061 0.103
C 0.329 0.346 0.444
C 0.295 -1.166 -0.012
H 0.229 0.326 1.548
O 1.251 -1.760 -0.418
*
```

Computed properties:
HOMO energy: -9.540 eV
LUMO energy: 0.3144 eV
energy relative to the best compared isomer or geometry (same formula, charge and spin): 0.937 eV

Atomic partial charges in e from the Löwdin method, atoms 1 to 6:
1 N 0.07
2 C -0.64
3 N -0.26
4 H 0.11
5 S 1.02
6 O 0.05

=====

# 4
This record from OMol25 describes a structure of composition C9H15N4. The level of theory is ωB97M-V with the def2-TZVPD basis set.

```
! RIJCOSX wB97M-V def2-TZVPD def2/J DEFGRID3
* xyz 1 1
C 1.687 0.715 -0.842
C -1.079 1.517 0.639
H -0.398 -1.606 -0.535
H -1.753 1.115 2.470
N -1.837 1.755 1.640
C 2.067 -0.124 1.377
H -1.049 -0.165 -2.197
H 3.164 1.009 -2.100
N -1.120 2.325 -0.469
N -0.203 0.428 0.726
N -1.100 -0.947 -0.232
C 3.927 0.303 -0.104
H -2.147 0.620 -1.142
C 3.423 -0.033 1.142
H 3.990 -0.576 1.895
H -2.460 -1.182 -1.868
H -0.349 2.603 -1.002
H -2.119 -2.576 0.294
C 3.030 0.656 -1.128
H -1.289 -1.426 1.602
H 1.811 -0.367 2.370
C -1.954 -1.558 0.760
H -1.823 3.088 -0.455
C 1.141 0.274 0.389
C -1.795 -0.433 -1.390
H 4.923 0.340 -0.334
H 1.034 0.817 -1.645
H -2.812 -0.955 0.800
*
```

Computed properties:
HOMO energy: -13.247 eV
LUMO energy: -5.1607 eV
energy relative to the best compared isomer or geometry (same formula, charge and spin): 3.308 eV

Atomic partial charges in e from the Löwdin method, atoms 1 to 6:
1 C -0.03
2 C -0.55
3 H 0.16
4 H 0.09
5 N 0.19
6 C 0.01

=====

# 5
This record from OMol25 describes a structure of composition C6H7MgNaO6. The level of theory is ωB97M-V with the def2-TZVPD basis set.

```
! RIJCOSX wB97M-V def2-TZVPD def2/J DEFGRID3
* xyz 2 1
C 0.042 -2.294 0.733
H -2.432 -0.748 0.569
C 0.256 -1.444 -0.310
Na 0.721 1.159 1.068
C -4.232 0.159 -1.295
H -1.783 0.258 -0.702
O 2.223 0.356 0.123
H -1.098 -1.861 -1.981
O -4.211 1.103 -0.544
Mg 4.281 0.493 0.330
H -5.668 0.745 -2.365
C 2.431 -0.706 -0.554
C -1.280 -1.866 -0.896
C -2.213 -0.733 -0.507
O 3.597 -1.101 -0.740
O -3.420 -0.885 -1.253
O 1.421 -1.441 -1.021
H 0.950 -2.722 1.166
H -1.780 -2.833 -0.752
H -0.759 -2.258 1.473
O -5.009 0.040 -2.363
*
```

Computed properties:
HOMO energy: -15.467 eV
LUMO energy: -11.0603 eV
energy relative to the best compared isomer or geometry (same formula, charge and spin): 0.754 eV

Atomic partial charges in e from the Löwdin method, atoms 1 to 6:
1 C 0.14
2 H 0.14
3 C -0.25
4 Na 0.79
5 C -0.63
6 H 0.13

=====

# 6
This record from OMol25 describes the molecule C3HF2N. The level of theory is ωB97M-V with the def2-TZVPD basis set.

```
! RIJCOSX wB97M-V def2-TZVPD def2/J DEFGRID3
* xyz 0 1
C -1.411 0.180 0.039
N -2.542 0.388 -0.233
C 0.965 0.233 -0.020
F 2.125 -0.407 -0.207
F 1.181 1.527 0.016
H -0.137 -1.494 0.206
C -0.181 -0.429 0.199
*
```

Computed properties:
HOMO energy: -10.449 eV
LUMO energy: 0.3000 eV
energy relative to the best compared isomer or geometry (same formula, charge and spin): 0.200 eV

Atomic partial charges in e from the Löwdin method, atoms 1 to 6:
1 C -0.23
2 N 0.16
3 C -0.33
4 F 0.13
5 F 0.17
6 H 0.12